DFT (ωB97M-V/def2-TZVPD) results for an isolated molecule of C4H7N3.

HOMO level: -0.3086 Eh
LUMO energy: 0.92 eV
Energy: -8730.303 eV
Largest force on an atom: 4.47 eV/A
SMILES: [H]/N=C1\CC=NCN1

```
! wB97M-V def2-TZVPD RIJCOSX def2/J DEFGRID3
* xyz 0 1
H 1.435 1.890 0.831
N -2.260 -0.080 0.455
H 1.358 -1.109 -1.260
C -1.056 -0.016 0.069
N 1.536 -0.133 0.620
N -0.249 -1.199 0.165
C -0.252 1.143 -0.456
C 1.151 -1.249 -0.191
H 1.617 -2.157 0.198
H -0.018 1.019 -1.520
H -0.663 -1.980 0.653
C 0.965 1.015 0.406
H -0.774 2.084 -0.281
H -2.791 0.773 0.313
*
```